93
Properties=species:S:1:pos:R:3:forces:R:3 method="wB97M-V/def2-TZVPD" e_homo_ev=-9.2 gap_ev=8.736 e_above_lowest_ev=0.0000 multiplicity=1 e_tot_ev=-114530.028
O 10.6647 14.2078 18.1150 -0.1 -1.3 -0.7
S 11.2596 15.4886 18.1804 0.2 2.4 0.3
O 11.7865 16.2109 17.0354 -1.0 -1.2 1.3
O 10.1166 16.4525 18.8489 0.9 -0.5 -0.4
C 9.2528 15.7726 19.8016 1.7 0.1 1.2
C 8.0328 15.2246 19.2323 -1.4 0.7 -0.6
C 12.5442 15.4528 19.4154 0.0 -0.6 -0.7
H 8.9620 16.4962 20.5528 0.3 0.6 -0.1
H 9.8290 15.0232 20.3696 -0.1 0.1 -0.4
H 8.1266 14.3692 18.6115 0.3 -0.8 -0.4
H 7.5642 16.0167 18.6400 -0.2 -0.1 0.0
H 7.3930 15.0176 20.0795 -0.4 -0.3 0.1
H 13.2142 14.6531 19.0656 -0.1 0.3 0.1
H 12.1741 15.1757 20.3986 -0.2 0.1 -0.1
H 13.0338 16.4110 19.3807 0.2 0.3 0.2
O 12.3208 22.3317 20.5803 -0.7 1.0 0.6
S 12.8732 21.2345 19.8971 0.4 -0.8 -1.4
O 13.2995 20.0692 20.5851 -0.1 -1.0 0.4
O 11.7978 20.8456 18.7628 0.6 1.6 1.1
C 11.6668 19.5570 18.2413 -0.7 -1.8 -0.7
C 12.7330 19.1444 17.2912 0.7 -0.9 -1.4
C 14.2539 21.8406 18.9923 -1.2 2.0 -1.2
H 10.7090 19.5529 17.6873 0.4 0.2 0.4
H 11.5911 18.7954 19.0017 -0.2 0.0 0.7
H 13.0117 19.9683 16.6835 0.1 1.0 -0.9
H 12.3676 18.3490 16.6005 0.2 0.6 0.7
H 13.7024 18.7971 17.6628 -0.3 -0.1 0.7
H 14.9121 22.3445 19.6687 0.2 0.3 0.7
H 13.8256 22.6341 18.2959 0.7 -1.1 0.7
H 14.8445 21.1257 18.4780 0.0 -1.0 -0.6
O 19.1411 15.3126 21.9975 -1.4 -0.2 -1.1
S 18.1398 15.8031 21.0602 1.9 0.9 0.6
O 18.0740 17.2376 20.9191 -0.8 -0.8 0.1
O 18.4551 15.3389 19.5777 0.1 -0.8 0.1
C 18.7748 13.9290 19.3162 -1.2 0.3 -0.9
C 19.3756 13.8198 17.9374 -0.5 -1.0 -1.1
C 16.5423 15.0624 21.3855 0.6 2.4 0.7
H 17.8273 13.3523 19.3154 0.5 0.3 0.4
H 19.4663 13.6039 20.0625 0.3 -0.3 0.6
H 18.6848 13.9568 17.0932 -0.4 0.3 0.7
H 19.7361 12.7884 17.7266 0.2 0.6 0.6
H 20.1345 14.5495 17.7724 0.9 0.3 0.1
H 16.6195 14.0251 21.2999 0.0 -1.6 -0.1
H 15.8707 15.5302 20.6958 -0.4 -0.1 -0.6
H 16.2504 15.4087 22.3845 0.2 -0.4 -0.1
C 15.5898 10.9874 16.0919 0.3 0.7 1.1
C 15.9430 12.0608 16.9592 -0.2 -1.0 -1.9
C 15.3019 12.2061 18.1475 -0.6 -0.9 1.5
C 14.4665 11.2112 18.6479 -0.6 -1.5 -0.5
C 14.1729 10.0758 17.8687 -0.1 0.4 0.5
C 14.7229 10.0124 16.5784 -0.6 -0.5 -0.8
N 13.7623 11.3316 19.9918 0.2 1.6 -1.1
O 13.7727 12.4652 20.4781 0.2 -0.9 -0.1
O 13.1646 10.3920 20.4514 0.3 -0.2 -0.1
H 15.9753 10.9598 15.0666 -0.1 -0.1 0.5
H 16.6218 12.8494 16.6733 -0.1 0.0 -0.2
H 15.4798 13.0737 18.7123 0.2 0.9 0.7
H 13.4720 9.3110 18.2579 0.6 0.6 -0.4
H 14.3779 9.2299 15.8614 0.4 0.5 0.9
C 15.1051 18.3998 9.0567 1.1 1.6 -0.8
C 14.4477 17.4950 9.8601 -0.4 0.1 1.4
C 14.2245 17.8212 11.2458 0.5 -0.1 -1.8
C 14.6854 19.0403 11.6939 -0.8 0.6 0.4
C 15.3086 19.9869 10.8941 0.7 0.1 -2.2
C 15.5750 19.6756 9.5188 -1.8 -2.6 3.0
N 14.3579 19.4583 13.1313 2.1 2.2 -2.4
O 14.0767 18.6154 13.9079 -0.9 -1.3 1.4
O 14.5578 20.6523 13.3736 -0.6 -1.1 0.2
H 15.3077 18.1671 7.9925 -0.2 0.0 0.8
H 14.1169 16.5494 9.4007 0.1 0.5 0.6
H 13.7005 17.1828 11.9311 -0.1 -0.3 0.1
H 15.5870 20.9702 11.2653 -0.1 -0.4 0.2
H 16.1735 20.2884 8.9164 0.4 0.9 -0.8
C 17.9641 12.5839 11.2759 -0.3 0.0 -1.1
S 16.6985 12.5067 12.5473 -1.7 1.2 -0.5
O 16.0988 13.9114 12.6232 0.9 -1.6 0.0
C 15.4377 11.5051 11.6242 0.4 0.2 0.8
H 18.6374 13.3909 11.5402 0.1 0.1 0.2
H 17.4993 12.8052 10.2970 0.1 0.1 0.5
H 18.5264 11.6595 11.1602 -0.1 -0.2 0.3
H 15.1332 11.9245 10.6760 0.5 0.2 -0.4
H 14.5378 11.5118 12.2218 -0.1 0.1 0.5
H 15.7720 10.4749 11.5728 0.2 -0.1 -0.3
C 16.3113 16.5348 15.4146 0.5 0.7 -0.7
S 15.5590 16.1110 17.0210 1.2 -0.4 0.7
O 16.2175 14.8678 17.6016 -0.6 0.8 -0.8
C 16.4488 17.3882 17.9687 0.2 1.4 0.3
H 15.8305 17.4870 15.1045 0.4 -0.4 0.4
H 16.2063 15.8784 14.5381 -0.7 -0.5 0.8
H 17.4031 16.6625 15.5068 -0.4 0.1 0.4
H 16.0628 18.4276 17.9330 -0.2 -0.6 -0.5
H 17.4905 17.4361 17.6417 -0.1 -0.3 -0.1
H 16.4944 17.1955 19.0483 -0.4 -0.6 -0.4